(1)
Molecular formula: C2H4N3O
Method: DFT, ωB97M-V with the def2-TZVPD basis set

Atoms and positions in Å:
C 1.776 -0.235 0.006
C 0.778 0.718 -0.008
N 2.503 -1.147 0.088
N -1.182 -0.834 0.281
N 0.248 1.848 -0.107
O -1.209 -2.009 -0.262
H -2.078 -0.373 -0.121
H 0.767 2.701 0.205
H -0.704 2.102 -0.396
H -0.898 -2.771 0.314

HOMO energy (alpha / beta) ... -14.70 / -14.08 eV
Total energy ... -8642.464 eV
Energy relative to the best compared isomer or geometry (same formula, charge and spin) ... 148.8 kcal/mol
Net charge ... +1
Lowest unoccupied orbital energy (alpha / beta) ... -6.549 / -6.970 eV

Atom charges from the natural (NBO) analysis, given in e for atoms 1 to 2: number 1, C, carries 0.077; number 2, C, carries 0.484

(2)
Molecular formula: C8H14O2
Method: DFT, ωB97M-V with the def2-TZVPD basis set

Atoms and positions in Å:
C -0.374 1.875 2.207
C 0.526 0.634 2.101
C -0.329 -0.630 1.943
C 1.564 0.778 0.960
C 2.890 0.813 1.654
C 5.189 0.785 1.526
O 3.916 1.168 1.001
C 2.716 0.671 3.081
C 1.399 0.527 3.328
H 0.227 2.789 2.315
H -0.987 1.968 1.300
H -1.046 1.795 3.073
H -0.926 -0.562 1.022
H 0.302 -1.528 1.881
H -1.019 -0.742 2.792
H 1.543 -0.075 0.266
H 1.411 1.681 0.354
H 5.878 1.134 0.746
H 3.517 0.645 3.818
H 0.967 0.368 4.320
H 5.305 1.123 2.566
H 5.840 -0.909 1.713
O 6.158 -1.865 1.868
H 6.797 -2.036 1.173

HOMO energy (alpha / beta) ... -6.65 / -7.71 eV
Total energy ... -12614.308 eV
Energy relative to the best compared isomer or geometry (same formula, charge and spin) ... 87.0 kcal/mol
Lowest unoccupied orbital energy (alpha / beta) ... -0.675 / -0.079 eV

Atom charges from the natural (NBO) analysis, given in e for atoms 1 to 2: number 1, C, carries -0.596; number 2, C, carries -0.103

(3)
Molecular formula: C6H10O
Method: DFT, ωB97M-V with the def2-TZVPD basis set

Atoms and positions in Å:
C 0.627 1.476 0.681
C 1.902 0.877 0.185
C 0.705 0.927 -0.730
C -0.003 -0.322 -1.119
C 0.040 -1.491 -0.477
C -2.511 -0.580 0.692
O -2.493 0.554 1.099
H 0.029 0.926 1.403
H 0.575 2.556 0.788
H 2.741 1.528 -0.039
H 2.186 -0.103 0.563
H 0.728 1.684 -1.510
H -0.621 -0.247 -2.015
H -0.527 -2.349 -0.830
H 0.629 -1.637 0.426
H -2.898 -0.846 -0.313
H -2.154 -1.437 1.297

HOMO energy ... -9.27 eV
Total energy ... -8429.173 eV
SMILES string ... C=CC1CC1.C=O
Energy relative to the best compared isomer or geometry (same formula, charge and spin) ... 47.7 kcal/mol
Lowest unoccupied orbital energy ... 0.992 eV

Atom charges from the natural (NBO) analysis, given in e for atoms 1 to 2: number 1, C, carries -0.392; number 2, C, carries -0.409

(4)
Molecular formula: C14H21NOS
Method: DFT, ωB97M-V with the def2-TZVPD basis set

Atoms and positions in Å:
C 4.929 1.209 0.622
O 4.206 0.020 0.438
C 2.887 0.105 0.084
C 2.198 1.292 -0.108
C 0.852 1.304 -0.466
C 0.190 0.092 -0.635
C 0.890 -1.095 -0.443
C 2.222 -1.118 -0.085
C 2.969 -2.399 0.122
H 3.360 -2.445 1.137
H 2.321 -3.255 -0.051
H 3.820 -2.451 -0.556
H 0.358 -2.025 -0.572
C -1.265 0.004 -1.019
N -1.951 -0.972 -0.181
C -1.981 -0.626 1.233
C -3.308 -0.038 1.726
H -3.157 0.582 2.608
H -4.037 -0.815 1.961
S -4.059 1.041 0.470
C -4.264 -0.227 -0.835
C -3.244 -1.367 -0.683
H -3.637 -2.129 -0.004
H -3.104 -1.836 -1.663
H -4.129 0.303 -1.777
H -5.285 -0.608 -0.785
H -1.777 -1.538 1.811
H -1.170 0.077 1.424
H -1.734 0.994 -0.975
H -1.338 -0.358 -2.051
C 0.163 2.624 -0.661
H 0.847 3.445 -0.456
H -0.194 2.725 -1.685
H -0.693 2.721 0.006
H 2.700 2.239 0.019
H 4.509 1.818 1.430
H 5.938 0.902 0.894
H 4.970 1.805 -0.296

HOMO energy ... -7.91 eV
Total energy ... -29231.262 eV
SMILES string ... COc1cc(C)c(CN2CCSCC2)cc1C
Energy relative to the best compared isomer or geometry (same formula, charge and spin) ... 33.2 kcal/mol
Lowest unoccupied orbital energy ... 0.824 eV

Atom charges from the natural (NBO) analysis, given in e for atoms 1 to 2: number 1, C, carries -0.250; number 2, O, carries -0.514

(5)
Molecular formula: C20H27NO10S2
Method: DFT, ωB97M-V with the def2-TZVPD basis set

Atoms and positions in Å:
O 1.134 5.155 -4.217
C 0.799 4.004 -4.355
O 1.095 3.340 -5.507
C 0.046 3.316 -3.217
C -0.687 2.018 -3.624
N -0.595 0.949 -2.615
C 0.664 0.549 -2.218
O 1.701 0.560 -2.838
C 0.438 0.086 -0.785
C 1.345 -0.370 0.118
C 0.884 -0.741 1.364
C -0.459 -0.666 1.649
C -0.934 -1.124 3.030
O 0.125 -1.061 3.972
O 0.643 -2.378 4.130
C -1.366 -0.197 0.728
C -0.907 0.196 -0.495
C -1.630 0.779 -1.706
O -2.799 1.044 -1.841
H 1.444 2.463 -5.284
H 0.773 3.174 -2.412
H -0.696 4.011 -2.822
H -1.708 2.252 -3.915
H -0.202 1.644 -4.541
H 2.385 -0.408 -0.188
H 1.609 -1.084 2.085
H -1.780 -0.513 3.348
H -1.260 -2.168 3.000
H 1.598 -2.258 4.050
H -2.424 -0.129 0.960
C -0.461 1.601 8.723
C 0.479 1.870 7.542
C 0.303 0.719 6.543
S -1.375 0.117 6.763
O -1.321 -1.228 7.273
O -2.166 0.459 5.606
C -1.803 1.217 8.108
H -0.555 2.470 9.373
H -0.075 0.772 9.321
H 0.204 2.815 7.067
H 1.516 1.955 7.863
H 0.430 1.049 5.516
H 0.982 -0.104 6.754
H -2.467 0.706 8.801
H -2.303 2.086 7.679
C 1.727 -3.215 -6.225
C 0.707 -3.660 -5.170
C -0.114 -2.427 -4.776
S -0.108 -1.342 -6.207
O 0.605 -0.137 -5.859
O -1.426 -1.305 -6.784
C 0.946 -2.367 -7.225
H 2.204 -4.065 -6.711
H 2.507 -2.613 -5.755
H 0.049 -4.419 -5.599
H 1.192 -4.102 -4.301
H -1.141 -2.686 -4.530
H 0.342 -1.887 -3.947
H 1.580 -1.737 -7.845
H 0.302 -2.984 -7.851

HOMO energy ... -9.76 eV
Total energy ... -64810.874 eV
SMILES string ... O=C(O)CCN1C(=O)c2ccc(COO)cc2C1=O.O=S1(=O)CCCC1.O=S1(=O)CCCC1
Lowest unoccupied orbital energy ... -0.413 eV

Atom charges from the natural (NBO) analysis, given in e for atoms 1 to 2: number 1, O, carries -0.553; number 2, C, carries 0.791

(6)
Molecular formula: C5H15N3O11P2ReSe
Method: DFT, ωB97M-V with the def2-TZVPD basis set

Atoms and positions in Å:
Re -0.219 -1.800 0.640
O 0.036 -5.144 -1.643
P 0.410 -3.791 -0.968
O -0.469 -2.577 -1.336
O 0.319 -3.855 0.542
O 1.873 -3.455 -1.465
P 2.430 -1.893 -1.260
O 1.765 -1.163 -2.508
O 3.877 -1.846 -1.265
O 1.669 -1.415 -0.005
H 0.472 -5.327 -2.487
H 0.800 -1.271 -2.501
C 1.415 1.045 1.749
N 0.836 1.639 0.550
C 1.713 2.524 -0.199
C -0.390 1.313 0.114
N -0.913 0.115 0.322
N -1.079 2.240 -0.609
C -1.110 3.639 -0.200
C -2.224 1.827 -1.403
H 1.953 1.829 2.283
H 2.110 0.242 1.505
H 0.627 0.661 2.391
H 2.674 2.024 -0.330
H 1.883 3.466 0.328
H 1.292 2.731 -1.179
H -1.926 0.111 0.282
H -0.378 3.825 0.579
H -2.100 3.883 0.195
H -0.901 4.290 -1.050
H -2.030 0.867 -1.875
H -2.383 2.571 -2.184
H -3.142 1.758 -0.808
O -2.078 -2.245 1.236
Se -1.890 -1.814 2.903
O -2.167 -3.016 3.889
O -0.188 -1.589 2.615
O -2.568 -0.398 3.151

HOMO energy (alpha / beta) ... -9.21 / -10.24 eV
Total energy ... -118481.157 eV
Spin multiplicity ... 4
<S²> ... 3.7629
Energy relative to the best compared isomer or geometry (same formula, charge and spin) ... 0.0 kcal/mol
Lowest unoccupied orbital energy (alpha / beta) ... 0.008 / -1.023 eV

Atom charges from the natural (NBO) analysis, given in e for atoms 1 to 2: number 1, Re, carries 1.890; number 2, O, carries -0.957

Question: Among the records above, which one has the lowest total energy?
Answer: C5H15N3O11P2ReSe

Question: Look up the total energy of the third one.
Answer: -8429.173 eV

Question: What is the total energy in the first record?
Answer: -8642.464 eV

Question: Which formula does entry 5 have?
Answer: C20H27NO10S2